Entry 1:
Density functional theory data (wB97M-V/def2-TZVPD) for a molecular structure, C27H35AsN4O6Rh at a distorted geometry.

Geometry as XYZ:
```
74
Properties=species:S:1:pos:R:3:forces:R:3
Rh 1.05309 -0.02214 -0.69098 1.27 -2.14 -2.17
As -0.91087 0.23721 0.63292 -1.69 0.28 1.34
O 1.03481 -2.94832 -0.14983 0.29 0.73 -0.43
O 4.77948 2.28947 -2.28582 0.54 0.00 -0.36
O -0.10588 -2.13506 -2.34251 -0.07 1.54 0.28
O 3.14501 1.70532 0.28619 0.11 -0.38 -0.23
O 1.62583 2.54455 -1.80374 -1.04 -1.02 -0.41
O 3.48406 -2.67695 -3.19689 -0.84 0.21 0.61
N 1.58370 -1.75667 0.17375 -2.10 -0.48 -1.38
N 0.05499 -0.86196 -2.18313 -0.42 -0.84 -0.46
N 2.56667 0.50230 0.42214 -0.81 3.19 -0.97
N 0.92727 1.47927 -1.93948 0.64 1.40 0.38
C -1.82289 1.82384 1.33680 0.31 0.21 -0.20
C -0.83365 -2.53677 3.86707 -0.02 -0.01 0.00
C -2.39392 4.15804 1.19480 0.07 0.04 -0.03
C -1.57061 3.09348 0.80217 -0.45 -0.24 0.37
C 3.02961 -0.37574 1.32260 0.04 -4.06 1.80
C 4.00262 -0.02621 2.39997 0.18 0.13 0.17
C -2.49883 -0.55421 -0.25483 0.46 0.03 0.04
C -1.56692 -0.46459 -3.96640 -0.09 0.11 -0.65
C -0.14414 -1.82588 4.85219 -0.05 0.05 -0.15
C -4.65988 -0.27563 -1.31120 0.27 -0.03 -0.04
C -0.61548 -0.66714 2.35925 -0.27 -0.21 -0.39
C -2.57916 -1.93273 -0.45505 -0.37 -0.08 0.03
C -3.43742 3.96419 2.10634 0.22 -0.20 -0.16
C -3.64854 2.69728 2.65890 0.21 -0.17 -0.06
C -3.73460 -2.48770 -1.01410 0.10 0.08 -0.10
C 2.61667 -2.78403 2.18642 0.31 -0.16 -0.06
C -0.24540 2.48602 -3.84998 -0.25 0.03 -0.47
C -2.83388 1.62357 2.28617 -0.03 0.28 -0.13
C 0.31252 -0.53083 4.58307 0.01 0.05 -0.13
C -4.77856 -1.66284 -1.44155 0.18 0.10 0.13
C 0.07900 0.05366 3.33507 -0.02 -0.22 0.10
C -1.07012 -1.96239 2.61333 0.15 0.20 0.31
C 2.42892 -1.67939 1.20419 2.35 2.43 2.09
C 0.05681 1.32200 -2.97502 -0.40 -0.19 0.12
C -3.51357 0.28369 -0.73599 -0.08 -0.21 0.13
C -0.49090 0.01508 -3.06536 0.05 0.37 0.12
C 4.49492 1.00820 -2.85193 0.19 0.20 -0.01
H 3.66953 -2.81827 2.48573 -0.20 -0.13 0.04
H -1.87818 0.32749 -4.65407 0.12 -0.29 0.04
H 0.40584 1.07723 3.13081 -0.06 -0.29 0.11
H -5.67908 -2.09658 -1.88073 0.29 0.13 0.16
H -5.45832 0.38123 -1.65503 0.19 -0.18 0.06
H -2.46282 -0.77527 -3.40878 0.36 0.04 0.13
H 4.87457 -0.69715 2.36323 -0.21 0.25 -0.02
H 2.01016 -2.63268 3.09239 0.08 0.11 -0.26
H -0.95719 2.18827 -4.62336 0.17 0.12 0.07
H 0.66309 2.86354 -4.34166 -0.21 -0.11 0.25
H -2.21779 5.14826 0.77478 -0.05 -0.22 0.14
H -3.41758 1.36639 -0.64211 -0.14 -0.28 0.05
H 4.47131 0.26155 -2.05248 0.02 -0.07 -0.11
H 5.25177 0.71259 -3.59656 -0.38 0.02 0.26
H 5.62741 2.59390 -2.64997 -0.55 -0.09 0.31
H -0.69972 3.31562 -3.28773 0.27 -0.26 -0.01
H -4.08572 4.79714 2.38970 0.27 -0.28 -0.11
H 2.53084 -2.56883 -3.38583 0.66 -0.15 0.00
H -2.98687 0.63049 2.71987 -0.04 0.36 -0.17
H 0.56112 -2.72508 -1.05035 0.16 -0.41 0.66
H -4.45060 2.53400 3.37911 0.22 0.08 -0.18
H -3.80809 -3.57076 -1.11705 0.00 0.30 -0.03
H 3.55213 -0.14573 3.39992 0.03 0.01 -0.36
H -0.74795 3.23539 0.09647 -0.30 0.06 0.16
H 2.32925 -3.74420 1.74679 0.12 0.20 0.10
H -1.21658 -1.34233 -4.52569 -0.14 0.25 0.05
H -1.63372 -2.50358 1.85617 0.16 0.06 0.30
H 3.50426 -2.76839 -2.22645 0.11 -0.03 -0.57
H 2.67156 2.13341 -0.51798 0.38 -0.17 0.73
H 0.02615 -2.27364 5.83523 -0.06 0.16 -0.37
H -1.75727 -2.58594 -0.16110 -0.26 0.13 -0.09
H 0.84145 0.03834 5.35019 -0.17 -0.20 -0.20
H -1.20602 -3.54279 4.07325 0.14 0.32 -0.04
H 3.51082 1.05519 -3.32748 0.10 -0.12 -0.07
H 4.34150 1.01121 2.30121 -0.05 -0.32 -0.02
```
Positions in Å, forces in eV/Å.

Computed properties:
- molar mass (g mol⁻¹) = 689.427
- multiplicity = 5
- largest force on an atom (eV Å⁻¹) = 4.4
- E_tot (Eh) = -4066.13021
- expectation value of S² = 6.078
- net charge = +1

Entry 2:
Density functional theory data (wB97M-V/def2-TZVPD) for a gas-phase ion, C7H13O (charge -1) at a distorted geometry.

Geometry as XYZ:
```
21
Properties=species:S:1:pos:R:3:forces:R:3
O -0.20007 -2.37816 2.34582 0.15 -0.21 0.40
C -1.15380 0.02592 -0.49935 0.87 0.09 1.76
C 0.26686 1.75930 0.68506 0.31 -0.15 0.51
C -0.90304 -1.42285 1.77193 0.81 -0.36 -2.02
C 0.55781 1.46142 -1.71484 0.66 0.51 -1.25
C -0.56231 -1.28005 0.18199 -0.57 0.36 -0.38
C -0.10904 1.12298 -0.42092 -0.48 0.34 0.03
C 1.87343 0.68425 -2.02481 -1.41 -0.59 0.10
H 0.81075 2.51955 -1.78943 -0.13 0.20 0.39
H 1.17932 2.34346 0.74197 -0.09 0.39 -0.48
H -0.16694 1.61569 1.66197 -0.31 -0.36 -0.02
H 1.87275 -0.15258 -1.32036 0.60 0.04 -0.22
H -0.15509 1.33023 -2.54873 0.20 -0.23 0.34
H -0.70432 -0.38924 2.13126 -0.47 0.14 0.40
H -2.02353 0.26785 0.12750 0.01 0.16 -0.11
H 0.51636 -1.41330 0.03544 -0.06 0.36 0.14
H 1.79265 0.28365 -3.03493 0.31 -0.11 -0.04
H -1.99833 -1.64089 1.69776 -0.36 0.51 0.39
H -1.50159 -0.04105 -1.52467 0.01 -0.45 -0.18
H 2.76092 1.29843 -1.95675 0.17 0.05 0.24
H -1.01987 -2.10411 -0.34496 -0.22 -0.67 0.01
```
Positions in Å, forces in eV/Å.

Computed properties:
- SMILES = C=C(CC)CCC[O-]
- molar mass (g mol⁻¹) = 113.180
- multiplicity = 1
- largest force on an atom (eV Å⁻¹) = 2.2
- E_tot (Eh) = -349.69424
- net charge = -1

Entry 3:
Density functional theory data (wB97M-V/def2-TZVPD) for 2 unconnected molecules or ions with the total composition C5H8N2O at a distorted geometry.

Geometry as XYZ:
```
16
Properties=species:S:1:pos:R:3:forces:R:3
O 0.75578 -2.14621 -1.42479 -2.37 -0.24 -2.55
N -2.29712 -1.90235 0.00082 5.62 6.17 -0.43
N -0.37088 1.19116 -0.25978 4.99 2.04 -0.10
C 0.73035 -0.80363 -1.01031 0.74 -1.77 -0.16
C 0.91269 -0.74534 0.43388 2.79 -2.17 3.85
C -0.31513 -0.21691 -0.09542 0.26 0.62 -1.37
C -0.64005 1.86077 0.97823 -0.12 3.28 0.21
C -1.43998 -1.00897 -0.04950 -8.10 -7.26 0.84
H 1.15746 -0.01002 -1.57496 0.49 0.03 -1.02
H -0.06119 1.43094 1.95773 -1.69 1.04 -2.19
H 1.58347 -0.02230 0.92600 -0.33 -0.30 -0.41
H -1.85280 1.89068 0.97007 2.96 0.58 1.17
H 0.94164 -1.76865 1.00599 -0.26 2.04 -1.42
H 0.06834 3.04878 0.55065 -3.07 -2.79 2.42
H 0.03590 -2.41551 -2.15142 2.19 1.38 2.35
H 0.79152 1.61755 -0.25718 -4.11 -2.64 -1.19
```
Positions in Å, forces in eV/Å.

Computed properties:
- molar mass (g mol⁻¹) = 112.132
- multiplicity = 1
- largest force on an atom (eV Å⁻¹) = 10.9
- E_tot (Eh) = -379.85135
- net charge = 0

Entry 4:
Density functional theory data (wB97M-V/def2-TZVPD) for 11 unconnected molecules or ions with the total composition C33H66O17 at a distorted geometry.

Geometry as XYZ:
```
116
Properties=species:S:1:pos:R:3:forces:R:3
O -0.44622 -3.51716 5.29219 -0.01 -0.36 -0.48
O 3.76114 -0.36826 3.41446 -0.49 -0.12 0.25
O 2.89139 -2.99847 -0.88254 -0.08 -0.08 0.51
O -0.10031 -0.49878 1.22535 -0.57 -0.08 0.89
O -2.81807 -4.88048 -2.97117 -0.43 0.12 0.13
O 0.31372 3.50426 -3.87762 -0.03 -0.06 0.10
O 3.65165 2.07708 -1.86565 -0.15 0.34 0.11
O -5.78668 0.11732 3.86759 -0.34 0.11 0.42
O 0.29910 1.44086 0.44603 -0.26 0.16 0.72
O -0.10392 5.85295 -0.63061 0.41 0.13 -0.18
O -5.37328 3.76340 0.43918 -0.01 -0.03 0.37
O -1.36948 -3.28377 -3.64528 0.47 0.92 -0.77
O -2.05631 -4.60136 1.11924 -0.04 0.17 0.06
O -1.09473 0.12657 -0.71737 -0.49 -0.21 -0.10
O -1.46919 -5.11577 -4.74816 -0.02 0.08 -0.33
O -4.51270 -1.58912 4.08532 0.10 0.19 0.53
O -5.05461 -0.90760 2.00281 0.14 0.00 -0.31
C 4.10217 3.16021 -2.18023 0.51 -0.31 -0.43
C -1.98485 -4.45014 -3.71839 0.15 -0.28 0.25
C 2.62443 1.66661 3.85959 -0.52 0.05 0.13
C 2.05940 6.24289 0.31407 -0.02 0.10 -0.29
C 3.14773 0.57844 2.96619 1.46 -0.44 -0.07
C -5.10854 -0.80552 3.19956 0.08 -0.05 -0.18
C 3.22558 -1.91798 -1.29364 -0.08 0.83 -1.57
C -0.72835 -6.35639 2.02648 -0.32 0.22 -0.73
C -3.54758 4.15070 -1.00576 0.38 -0.82 0.20
C 2.27412 -1.00763 -2.06902 -0.81 -1.15 0.25
C 1.87254 -4.10725 5.18696 0.14 0.00 -0.40
C -0.50961 1.38498 -4.59563 0.49 0.59 0.43
C -2.11106 -6.35184 -5.02751 -0.09 -0.39 -0.64
C -3.78814 1.96989 0.36531 1.63 0.68 1.09
C 3.26867 4.28279 -2.73184 -0.91 -0.74 1.01
C -1.16444 -5.39631 0.93281 0.01 -0.45 0.39
C -0.01676 5.51577 1.69827 0.61 0.22 -0.12
C 0.70286 -3.16476 5.16390 0.06 0.52 1.13
C 5.58682 3.40165 -2.16362 0.65 0.04 0.03
C 4.65201 -1.42572 -1.29020 0.01 -0.54 1.05
C -0.41105 0.33670 0.24865 0.93 0.45 -0.73
C 0.31836 2.50433 -0.52117 0.49 -0.40 0.83
C 1.01615 -1.67767 5.22362 -0.05 0.18 -0.79
C -0.44635 -5.45940 -0.38712 -0.45 1.11 -0.55
C -0.83173 -1.72814 1.21082 -0.05 -0.93 -1.27
C -1.96875 -2.27250 -2.84578 -0.84 -0.78 1.76
C -6.56107 1.03062 3.08270 0.20 0.08 -0.12
C 0.46734 2.54549 -4.59729 -0.01 -0.02 -0.16
C -3.58398 -2.55578 3.62051 -0.46 -1.09 -1.02
C 3.12572 0.81124 1.48276 -0.45 0.88 -0.06
C 0.59515 5.88709 0.35502 -0.80 -0.07 0.54
C 1.59560 2.48321 -5.59486 0.18 -0.15 -0.51
C -4.32999 3.33413 0.00471 -0.97 -0.27 -0.69
H -0.65265 2.97060 -0.65243 -0.10 -0.23 -0.35
H 2.55850 5.37875 -0.12846 0.21 0.04 0.15
H 6.11418 2.81111 -1.41548 -0.22 -0.15 0.00
H 3.07766 1.60322 4.84563 0.11 0.01 -0.05
H -2.90962 -1.89097 -3.24192 0.24 0.06 -0.53
H 4.73431 -0.57477 -0.60914 -0.01 0.00 -0.01
H 1.46886 -0.61632 -1.44289 0.44 0.55 0.26
H 1.54121 1.57952 3.99437 0.00 -0.09 -0.15
H -5.90289 1.80652 2.69373 -0.13 0.00 -0.17
H -1.05764 -7.35533 1.72866 0.11 -0.06 0.05
H -1.09542 5.59908 1.61550 -0.04 -0.14 0.14
H 4.99282 -1.07151 -2.25953 -0.10 -0.19 -0.14
H 0.76021 -1.32122 6.22027 -0.05 0.06 -0.01
H -1.27362 1.68748 -5.31463 -0.15 -0.36 0.00
H -1.90229 -1.60700 1.05024 0.02 0.35 0.19
H 1.30104 1.91859 -6.48248 -0.04 -0.04 0.07
H 3.47901 4.45903 -3.78344 0.21 0.32 0.07
H 2.48292 6.48209 1.28608 -0.03 -0.21 0.08
H 0.38045 6.15239 2.49084 -0.16 0.08 0.00
H -0.67228 -6.34185 -0.98403 0.24 -0.32 0.34
H -0.65812 -2.33011 2.09588 0.28 0.47 0.27
H 0.28858 4.49892 1.96328 -0.15 -0.07 -0.08
H 0.36059 -6.35336 2.05695 0.00 -0.10 0.34
H -4.22522 4.64042 -1.69628 -0.01 0.33 0.18
H 5.23333 -2.26090 -0.89908 0.39 0.24 -0.15
H -1.66601 -6.70505 -5.95658 0.28 -0.11 0.23
H -4.10063 1.10772 -0.21408 -0.17 0.20 -0.29
H -0.02875 0.45232 -4.88029 -0.13 -0.06 -0.16
H -2.60694 -2.13769 3.39909 0.07 0.14 0.47
H 2.79433 2.64017 3.39832 0.09 0.03 0.10
H -2.91804 4.84305 -0.44186 -0.08 0.26 -0.25
H 3.40631 5.14248 -2.07669 0.29 0.36 -0.52
H 2.22456 3.98848 -2.62069 -0.02 0.11 -0.30
H -3.17206 -6.23698 -5.25740 -0.01 0.23 0.42
H 2.17467 -4.26867 6.22429 -0.07 0.10 0.05
H 2.74624 -0.01982 0.89517 -0.11 -0.10 0.20
H -7.29048 1.48153 3.74828 0.03 -0.09 0.10
H 2.70942 -3.63484 4.67332 0.10 -0.24 -0.05
H 5.88338 4.44354 -2.04113 -0.26 0.07 0.00
H -0.86049 -4.62501 -0.96270 0.15 -0.08 -0.04
H 4.13379 1.04015 1.13055 0.08 -0.10 0.19
H 2.22152 7.09546 -0.34542 -0.08 -0.08 -0.11
H -1.22035 -6.08203 2.95445 0.26 0.01 0.15
H -0.46355 -2.29007 0.34771 -0.09 -0.18 0.12
H 1.66676 -1.66779 -2.70006 0.39 -0.01 -0.33
H -1.27231 -1.48452 -2.58927 0.25 -0.03 -0.49
H 0.37616 -1.18379 4.48632 -0.21 0.06 0.25
H 0.82106 2.13602 -1.41078 -0.30 0.28 -0.30
H -2.87667 3.49878 -1.56985 0.02 0.10 -0.05
H 2.45699 1.95820 -5.17227 -0.08 -0.01 0.15
H 0.96031 3.20214 0.01284 0.09 0.29 -0.47
H 1.92115 3.46845 -5.92405 -0.07 0.10 0.25
H -3.91928 -3.04462 2.69989 -0.15 0.37 -0.06
H -3.58238 -3.36314 4.34528 0.45 0.32 0.37
H 2.52095 1.70206 1.32445 -0.06 -0.16 -0.51
H 2.81689 -0.27387 -2.65077 -0.25 0.33 0.12
H -3.88426 1.73708 1.42810 -0.72 0.04 -0.10
H 2.02866 -1.37707 4.95694 0.15 -0.33 0.23
H 1.62869 -5.07673 4.75673 -0.04 0.03 -0.03
H 5.96937 3.09573 -3.14364 -0.04 -0.02 0.02
H -2.70039 2.10361 0.28958 -0.03 -0.51 -0.44
H -7.05943 0.50861 2.26967 0.04 0.05 -0.05
H -0.92844 1.31440 -3.59281 -0.22 -0.10 -0.10
H 0.62199 -5.27259 -0.27858 0.08 -0.37 0.02
H -1.97030 -7.06061 -4.21526 -0.04 -0.03 -0.02
H -2.26019 -2.75083 -1.90216 0.06 0.23 0.04
```
Positions in Å, forces in eV/Å.

Computed properties:
- SMILES = COC(=O)OC.COC(=O)OC.COC(=O)OC.CC(C)=O.CC(C)=O.CC(C)=O.CC(C)=O.CC(C)=O.CC(C)=O.CC(C)=O.CC(C)=O
- molar mass (g mol⁻¹) = 734.874
- multiplicity = 1
- largest force on an atom (eV Å⁻¹) = 2.1
- E_tot (Eh) = -2576.04976
- net charge = 0

Entry 5:
Density functional theory data (wB97M-V/def2-TZVPD) for C6H8BrN2O3P in the gas phase at a distorted geometry.

Geometry as XYZ:
```
21
Properties=species:S:1:pos:R:3:forces:R:3
Br 2.06289 -2.41181 -2.31157 0.09 -0.16 -0.04
P 0.29445 0.49507 0.33214 -0.49 0.13 -0.49
O -0.37972 -0.61090 -3.11661 -0.09 0.01 -0.37
O 1.14834 1.76378 0.70933 -0.04 -0.60 0.00
O -0.86542 0.51901 1.42346 0.86 0.23 -0.21
N -1.04388 -3.35877 -0.31069 -0.24 -0.23 0.16
N -0.31348 0.54270 -1.14988 0.20 0.79 1.56
C -0.07796 -0.48405 -1.95935 0.29 -0.63 -0.26
C -0.27259 -2.65189 -0.78237 -0.48 -0.73 0.12
C -1.98648 -0.35717 1.32311 -0.42 -0.26 -0.11
C 0.63721 -1.70928 -1.29380 1.79 2.01 2.62
C 1.36196 -0.92587 0.52840 -1.58 -0.78 -3.11
C 0.74950 3.08772 0.33476 -0.01 0.41 -0.23
H 1.65721 3.69202 0.34500 -0.16 -0.07 0.01
H -1.68811 -1.38602 1.52339 -0.02 -0.01 0.03
H -2.70139 -0.02650 2.07327 0.05 -0.03 -0.05
H 1.09060 -1.66241 1.26588 -0.02 -0.10 0.20
H 0.31593 3.08389 -0.66598 0.04 -0.02 0.05
H -2.43433 -0.29837 0.32900 0.05 0.03 0.06
H 2.41666 -0.78625 0.35464 0.15 0.09 0.01
H 0.02863 3.48510 1.04788 0.03 -0.09 0.04
```
Positions in Å, forces in eV/Å.

Computed properties:
- molar mass (g mol⁻¹) = 267.019
- multiplicity = 1
- largest force on an atom (eV Å⁻¹) = 3.8
- E_tot (Eh) = -3484.01065
- net charge = 0